2 unconnected molecules or ions with the total composition C7H13NO2P at a distorted geometry, computed with the ωB97M-V functional and the def2-TZVPD basis.

Highest occupied orbital energy   -12.57 eV
Lowest unoccupied orbital energy   -0.1216 Eh
Frontier orbital gap   9.263 eV
Net charge   +1
2S+1   1
F_max   4.5 eV Å⁻¹

XYZ file:
```
24
C7H13NO2P (the ωB97M-V functional and the def2-TZVPD basis)
C 2.44137 2.20792 -0.63516
C 2.28849 1.72088 0.57028
C 1.30034 2.31727 -1.61179
C -1.64239 -1.56441 0.73053
C -2.41943 -2.82031 0.33780
C 0.08433 1.67109 -0.96771
C -0.31003 -3.18528 0.07290
N -0.30859 -1.90752 0.31893
O -0.30115 0.86133 1.74615
O -1.43613 -3.80199 0.14711
P 0.68311 0.87513 0.53200
H 3.34154 2.70260 -0.80668
H 3.05526 1.76493 1.36287
H 1.11972 3.36638 -1.78952
H 1.62592 1.97292 -2.52167
H -2.07213 -0.68468 0.10928
H -1.57978 -1.09129 1.81633
H -3.15762 -3.16516 0.98729
H -2.74369 -2.47059 -0.63553
H -0.59919 2.50621 -0.49543
H -0.44776 0.96846 -1.57860
H 0.66928 -3.62197 -0.32223
H 0.80533 -0.40273 0.38691
H -0.39678 1.78080 2.24592
```